Entry from OMol25: a single C5H8 molecule at a distorted geometry (the ωB97M-V functional and the def2-TZVPD basis).

Calculated values
HOMO-LUMO gap = 10.717 eV
ΔE to the lowest compared entry with this formula, charge and spin = 83.0 kJ/mol

```
! RIJCOSX wB97M-V def2-TZVPD def2/J DEFGRID3
* xyz 0 1
H -1.275 0.647 -1.679
H 0.681 1.722 2.413
C -0.268 0.680 0.871
H 0.024 -2.395 -0.704
H -1.233 1.129 1.057
H 1.737 0.609 1.300
H 0.433 0.968 -1.872
H -0.207 -0.619 -2.309
H -0.086 -2.017 1.089
C -0.115 -1.649 0.071
C -0.283 0.199 -1.594
C -0.203 -0.357 -0.192
C 0.794 1.083 1.549
*
```